Record 1
{"formula": "C24H27BrClN2O4SZr", "method": "the ωB97M-V functional and the def2-TZVPD basis", "symbols": ["Zr", "Br", "C", "C", "C", "N", "C", "C", "H", "H", "H", "H", "O", "S", "O", "O", "O", "C", "C", "C", "C", "C", "C", "C", "C", "C", "C", "C", "C", "N", "H", "H", "H", "H", "H", "H", "H", "H", "H", "H", "H", "H", "H", "H", "H", "H", "H", "Cl", "C", "C", "C", "C", "C", "C", "C", "H", "H", "H", "H", "H", "H"], "xyz": [[-1.176561, -1.727622, -0.808953], [1.557852, -4.896022, -5.431478], [0.436701, -3.874068, -4.282195], [0.007389, -4.367984, -3.102387], [-0.863153, -3.610177, -2.277053], [-1.294407, -2.300195, -2.726184], [-0.851647, -1.866536, -3.965184], [-0.018325, -2.579365, -4.744906], [0.274271, -5.368864, -2.787642], [-1.442570, -4.140860, -1.525690], [-1.195864, -0.884723, -4.262862], [0.305477, -2.190139, -5.698949], [-1.722615, -3.222763, 0.997437], [-2.646275, -2.253182, 1.604689], [-1.652407, -1.425823, 2.528365], [-3.045859, -1.318078, 0.519590], [-3.718948, -2.751389, 2.398672], [2.803921, -1.278604, -0.995928], [2.627049, -0.349743, 0.207712], [2.009653, -1.059583, 1.416130], [1.924495, 0.946020, -0.159501], [2.656326, 2.120614, -0.045538], [2.116244, 3.360168, -0.352604], [0.806350, 3.407409, -0.802860], [0.029769, 2.262971, -0.946836], [-1.382154, 2.448718, -1.482218], [-2.474662, 2.133217, -0.457687], [-1.627286, 1.710368, -2.799021], [0.574846, 0.990647, -0.611466], [-0.179768, -0.143824, -0.693143], [3.336877, -2.187268, -0.703882], [3.379679, -0.780803, -1.779046], [1.849756, -1.575701, -1.428735], [3.636702, -0.053787, 0.514486], [0.971289, -1.336337, 1.238643], [2.029728, -0.413708, 2.297639], [2.570482, -1.969207, 1.645908], [3.681992, 2.057130, 0.305040], [2.703344, 4.264468, -0.251697], [0.365273, 4.365363, -1.062045], [-1.469211, 3.518027, -1.705481], [-2.451585, 1.083560, -0.164834], [-3.461763, 2.346864, -0.876238], [-2.354922, 2.747201, 0.438852], [-1.563045, 0.634040, -2.652751], [-0.883455, 1.993671, -3.546379], [-2.619978, 1.947900, -3.190945], [2.808556, 2.842997, 4.628341], [1.356397, 1.986187, 4.183215], [0.777061, 2.228165, 2.951412], [-0.371770, 1.530485, 2.608683], [-0.935697, 0.613026, 3.481954], [-2.140597, -0.173364, 3.067526], [-0.331001, 0.383003, 4.713724], [0.818516, 1.067342, 5.072408], [1.224604, 2.922829, 2.253515], [-0.807424, 1.683831, 1.630714], [-2.699130, 0.346569, 2.288401], [-2.799665, -0.390671, 3.909568], [-0.757228, -0.344756, 5.394268], [1.298377, 0.892358, 6.025427]], "forces_ev_per_a": [[0.2, 0.0, 0.0], [0.0, 0.0, 0.0], [0.0, 0.0, 0.0], [0.0, 0.0, -0.1], [0.8, 0.3, 0.8], [-1.1, 0.1, -0.3], [0.3, -0.2, 0.0], [0.0, 0.1, 0.1], [0.0, 0.0, 0.0], [-0.5, -0.2, -0.5], [-0.1, 0.0, -0.1], [0.0, 0.0, 0.0], [0.1, 0.1, 0.0], [0.0, 0.0, -0.1], [0.0, 0.0, 0.0], [0.2, 0.0, 0.0], [0.0, 0.0, 0.0], [0.0, 0.0, 0.0], [0.0, 0.0, 0.0], [0.0, 0.0, 0.0], [0.0, 0.0, 0.0], [0.0, 0.0, 0.0], [0.0, 0.0, 0.0], [0.0, 0.0, 0.0], [0.0, 0.0, 0.0], [0.0, 0.0, 0.0], [0.0, 0.0, 0.0], [0.0, 0.0, 0.0], [0.0, 0.0, 0.1], [0.1, 0.1, 0.0], [0.0, 0.0, 0.0], [0.0, 0.0, 0.0], [0.0, 0.0, 0.0], [0.0, 0.0, 0.0], [0.0, 0.0, 0.0], [0.0, 0.0, 0.0], [0.0, 0.0, 0.0], [0.0, 0.0, 0.0], [0.0, 0.0, 0.0], [0.0, 0.0, 0.0], [0.0, 0.0, 0.0], [0.0, 0.0, 0.0], [0.0, 0.0, 0.0], [0.0, 0.0, 0.0], [0.0, 0.0, 0.0], [0.0, 0.0, 0.0], [0.0, 0.0, 0.0], [0.0, 0.0, 0.0], [0.0, 0.0, 0.0], [0.0, 0.0, 0.0], [0.0, 0.0, 0.0], [0.0, 0.0, 0.1], [0.0, 0.0, 0.0], [0.0, 0.0, 0.0], [0.0, 0.0, 0.0], [0.0, 0.0, 0.0], [0.0, 0.0, 0.0], [0.0, 0.0, 0.0], [0.0, 0.0, 0.0], [0.0, 0.0, 0.0], [0.0, 0.0, 0.0]], "e_homo_ev": [-2.7, -2.7], "charge": -1, "e_lumo_ev": [2.55, 2.55], "gap_ha": [0.1931, 0.1930]}

=====

Record 2
{"formula": "C24H27BrN2O3", "method": "the ωB97M-V functional and the def2-TZVPD basis", "symbols": ["C", "C", "C", "C", "C", "C", "C", "C", "C", "O", "C", "C", "C", "C", "O", "Br", "C", "O", "C", "C", "H", "H", "H", "H", "H", "H", "H", "H", "H", "H", "H", "H", "H", "C", "C", "C", "C", "N", "H", "H", "H", "H", "H", "H", "H", "C", "C", "C", "C", "N", "H", "H", "H", "H", "H", "H", "H"], "xyz": [[1.206750, -0.910883, 0.148281], [0.024785, 0.041072, 0.187202], [-0.818907, 0.119864, 1.262743], [-1.895749, 0.959577, 1.253231], [-2.169692, 1.750199, 0.167244], [-3.343104, 2.703517, 0.067662], [-4.722096, 2.109938, 0.312363], [-5.701318, 2.920880, 0.709437], [-7.073182, 2.367045, 0.965361], [-7.796989, 2.837101, 1.821147], [-7.476742, 1.201237, 0.115346], [-6.526160, 0.368284, -0.284673], [-6.717439, -0.854503, -1.141346], [-7.957820, -1.710874, -0.877150], [-8.334338, -2.474691, -1.717432], [-8.939704, -1.667548, 0.810749], [-5.083883, 0.665352, 0.114942], [-4.338081, -0.275285, 0.269874], [-1.293442, 1.688322, -0.887403], [-0.209363, 0.857740, -0.899863], [1.974173, -0.664304, 0.877786], [1.597724, -0.909615, -0.866451], [0.816845, -1.909499, 0.357626], [-0.660784, -0.501383, 2.137023], [-2.569263, 0.984865, 2.103409], [-3.173433, 3.557305, 0.728371], [-3.332571, 3.112277, -0.947894], [-5.521169, 3.980256, 0.848463], [-8.515617, 1.029907, -0.136598], [-5.866801, -1.536042, -1.064709], [-6.736525, -0.534788, -2.185534], [-1.482756, 2.331771, -1.742995], [0.475481, 0.814343, -1.737216], [3.579982, 2.253142, 1.993442], [4.948316, 1.581363, 1.939476], [5.576845, 1.622501, 0.542054], [4.720909, 0.921423, -0.422418], [4.051495, 0.362036, -1.174260], [2.858590, 1.746608, 1.349561], [3.183394, 2.226936, 3.008478], [3.642907, 3.297842, 1.681542], [4.850791, 0.544189, 2.266777], [5.620161, 2.077692, 2.642589], [6.556575, 1.143814, 0.552458], [5.708649, 2.653611, 0.210812], [6.590670, -2.644205, -1.529202], [6.179313, -4.103257, -1.363063], [4.663735, -4.307090, -1.458526], [3.976036, -3.550539, -0.404756], [3.434652, -2.954121, 0.418531], [6.174046, -2.018987, -0.738032], [7.676260, -2.548361, -1.484055], [6.255255, -2.247810, -2.489220], [6.538513, -4.469523, -0.399141], [6.665137, -4.703369, -2.134891], [4.415328, -5.362945, -1.348486], [4.293637, -3.972393, -2.428652]], "forces_ev_per_a": [[-1.2, 0.1, -0.1], [1.4, -0.5, -0.5], [0.0, -0.5, 0.9], [-0.9, 0.3, 0.9], [-0.3, 0.6, -0.3], [0.3, -0.7, -0.1], [0.3, 0.5, 0.2], [-0.5, -0.6, -0.1], [-0.3, 0.5, 0.2], [0.2, -0.2, -0.6], [0.2, 0.2, 0.0], [0.8, 0.1, -0.2], [-0.4, 0.3, 0.9], [-0.2, -0.9, -1.7], [0.2, 0.6, 0.9], [0.4, 0.1, -0.1], [-0.3, -0.5, -0.1], [0.1, 0.4, -0.2], [-0.3, 0.9, -1.2], [0.5, -0.3, 0.0], [0.1, -0.1, -0.1], [0.4, -0.1, 0.2], [0.3, -0.1, 0.1], [0.1, -0.1, 0.0], [0.0, -0.1, 0.1], [-0.3, -0.1, 0.1], [-0.1, 0.0, 0.0], [-0.2, 0.0, 0.3], [-0.1, 0.2, 0.3], [0.0, 0.1, 0.3], [-0.3, -0.2, 0.0], [0.1, -0.1, 0.0], [-0.1, 0.1, -0.1], [0.0, 0.0, 0.0], [-0.2, 0.1, 0.2], [-0.2, -0.2, 0.2], [0.0, -0.2, -0.4], [0.3, 0.2, 0.3], [0.0, 0.0, 0.0], [0.0, 0.0, 0.0], [0.0, 0.0, 0.0], [0.1, 0.0, -0.1], [0.1, 0.0, -0.1], [0.0, 0.0, -0.1], [0.0, 0.0, 0.0], [0.1, 0.0, 0.0], [0.2, 0.2, 0.0], [0.2, 0.1, 0.2], [-0.4, 0.1, 0.2], [0.4, -0.4, -0.3], [-0.1, 0.0, 0.0], [0.0, 0.0, 0.0], [0.0, 0.0, 0.0], [-0.1, -0.1, 0.0], [-0.1, -0.1, 0.0], [-0.1, 0.0, 0.0], [0.0, 0.0, 0.0]], "e_homo_ev": -8.6, "charge": 0, "e_lumo_ev": -1.01, "gap_ha": 0.2773}